Density functional theory data (ωB97M-V with the def2-TZVPD basis set) for a molecular structure, C6H5Br4ClN2.

Geometry as XYZ:
```
18
Properties=species:S:1:pos:R:3:forces:R:3
Br -6.2889 0.4086 -0.4049 0.349 -0.038 -0.009
Br -4.4347 -0.5278 1.9664 -0.200 0.004 0.143
Br -3.3307 2.1597 0.3798 0.137 0.175 -0.279
Br -4.4818 -2.1534 -0.7362 -0.293 -0.015 -0.214
Cl -3.3408 0.5297 -2.2066 0.042 0.205 0.185
N -1.7455 -0.5257 0.1323 -3.563 1.975 -1.254
N -1.9395 -1.6784 0.6813 -0.076 -0.701 0.389
C -0.7300 -2.1346 0.9823 0.189 0.297 -0.094
C -4.5364 -0.3932 0.0479 -1.016 -0.732 0.415
C -3.4731 0.4946 -0.4931 3.336 -1.151 0.671
C -0.0245 1.1332 -0.5799 0.071 0.064 0.067
C 0.2367 -1.2012 0.5908 0.120 0.128 -0.021
C -0.4709 -0.1435 0.0280 0.549 -0.282 0.070
H 0.0751 1.9067 0.1821 0.022 0.100 -0.053
H -0.6141 -3.0900 1.4540 0.034 -0.190 0.101
H 0.9433 0.9926 -1.0586 -0.008 0.063 -0.012
H 1.2990 -1.2697 0.7064 0.274 0.011 -0.034
H -0.7384 1.4730 -1.3257 0.033 0.087 -0.072
```
Forces are in eV/Å.

As for the molecular weight: 460.2 g mol⁻¹. Its orbital gap is 0.277 Ha. For the lowest unoccupied orbital energy, the calculation gives -1.238 eV. The calculation puts the strongest force on any atom at 4.26 eV/A. Its HOMO energy is -8.78 eV. The value obtained for the energy above the lowest of the compared OMol25 structures with the same formula, charge and spin is 0.981 eV. The energy is -11097.272223 hartree.